Density functional theory data (ωB97M-V/def2-TZVPD) for a 8-piece molecular cluster, C6H26O9 overall at a distorted geometry.

Structure (XYZ):
```
41
Properties=species:S:1:pos:R:3:mulliken_charge:R:1
O -3.26793 0.69103 -2.93582 -0.57
C -3.09180 1.08953 -1.81894 0.35
O -2.75717 2.38924 -1.54529 -0.44
C -3.30318 0.38672 -0.50050 -0.45
C -2.17565 0.74862 0.54704 -0.72
C -2.77010 1.42153 1.81674 1.06
C -1.82898 2.60979 2.20082 -1.50
C -2.82976 0.51132 3.00934 -1.87
H -2.88459 3.06812 -2.21143 0.33
H -3.41451 -0.69408 -0.53487 0.36
H -4.20181 0.92567 -0.19473 0.23
H -1.41866 1.35356 0.06319 0.46
H -1.70754 -0.19785 0.85357 0.19
H -3.78104 1.75633 1.55862 0.29
H -1.41145 2.37576 3.18689 0.39
H -0.88514 2.59289 1.65517 0.36
H -2.26980 3.59374 2.05989 0.29
H -3.02703 1.00283 3.97131 0.45
H -1.92293 -0.08572 3.19205 0.38
H -3.64298 -0.21524 2.95842 0.40
H 3.59185 0.17826 -2.63349 0.28
H 4.64877 0.86077 -1.73712 0.30
O 4.28012 0.01264 -1.98168 -0.60
H 1.77817 -2.52996 -2.17540 0.25
H 1.71766 -1.07440 -2.01774 0.35
O 1.93603 -1.85778 -1.50483 -0.50
H 2.80712 -0.26032 2.75304 0.33
H 4.18076 -0.47721 2.15388 0.33
O 3.70796 0.08178 2.76894 -0.64
H 1.09280 -3.45788 1.85162 0.29
H -0.36314 -3.19611 2.15872 0.30
O 0.48425 -3.33690 2.58618 -0.62
H 1.20961 -0.37625 1.08769 0.29
H 2.08249 -1.28549 0.36974 0.34
O 1.60478 -1.25728 1.22345 -0.48
H 1.18008 1.00636 -4.06008 0.30
H 0.38597 0.09243 -3.10115 0.28
O 1.28390 0.34129 -3.35868 -0.66
H 3.52119 -2.18360 -0.27634 0.16
H 4.71831 -1.73308 -1.11848 0.36
O 4.44416 -2.38014 -0.45191 -0.64
```

Values from the calculation:
**Structure (SMILES)**: CC(C)CCC(=O)O.O.O.O.O.O.O.O
**Total charge**: 0
**E_HOMO**: -10.57 eV


Density functional theory data (ωB97M-V/def2-TZVPD) for a 2-piece molecular cluster, C2H10N2O overall at a distorted geometry.

Structure (XYZ):
```
15
Properties=species:S:1:pos:R:3:mulliken_charge:R:1
N 0.55895 1.16757 1.78779 -0.61
C 1.10689 0.07388 0.94432 -0.41
C -0.00179 -0.71046 0.23227 -0.10
N 0.35780 -1.24546 -1.08003 -0.66
H 0.85065 2.07972 1.48716 0.23
H -0.45253 1.16960 1.71710 0.24
H 1.70965 -0.52944 1.60839 0.26
H 1.73364 0.59528 0.20926 0.26
H -0.50439 -1.45416 0.86722 0.34
H -0.89228 -0.06863 0.08586 -0.04
H 1.21349 -0.83015 -1.42167 0.24
H 0.78013 -2.17045 -0.96836 0.27
H -1.50095 0.62724 -2.17797 0.33
H -2.61433 0.30859 -1.33542 0.32
O -2.34492 0.98686 -1.95592 -0.66
```

Values from the calculation:
**Structure (SMILES)**: NCCN.O
**Total charge**: 0
**E_HOMO**: -9.31 eV


Density functional theory data (ωB97M-V/def2-TZVPD) for C5H8O as an isolated structure.

Structure (XYZ):
```
14
Properties=species:S:1:pos:R:3:mulliken_charge:R:1
C 0.18646 1.01137 -0.63065 -0.57
C 0.63075 -0.42862 -0.94098 -0.76
C 0.22102 -1.19747 0.30457 0.16
O 0.93416 -0.68278 1.46066 -0.40
C -0.90350 -0.49784 1.01136 -0.74
C -1.02671 0.81735 0.30137 -0.40
H -0.04773 1.59202 -1.52939 0.35
H 0.97846 1.53687 -0.08752 0.25
H 0.07026 -0.83928 -1.79336 0.31
H 1.69857 -0.51891 -1.16955 0.32
H 0.24828 -2.29093 0.24622 0.38
H 0.20183 -0.81204 2.16069 0.45
H -1.94508 0.64423 -0.29295 0.26
H -1.24676 1.66604 0.95956 0.39
```

Values from the calculation:
**Total charge**: 0
**E_HOMO**: -8.84 eV


Density functional theory data (ωB97M-V/def2-TZVPD) for one molecule with the formula C3H5IN2O4S at a distorted geometry.

Structure (XYZ):
```
16
Properties=species:S:1:pos:R:3:mulliken_charge:R:1
C 0.19925 -1.26637 -0.88196 0.67
C -1.15551 0.52773 0.16013 -0.62
C -0.62812 -0.89217 0.35678 -0.29
N -0.08786 1.48641 0.29995 -0.50
N 0.23492 -0.94004 1.48266 -0.46
O 2.43676 1.28793 0.26608 -0.56
O -0.06474 -2.18620 -1.57005 -0.47
O 1.19424 -0.35863 -1.03876 -0.31
O 1.22023 1.80549 -1.80728 -0.44
S 1.23005 1.12502 -0.36361 1.12
I -2.25779 -2.15878 0.73152 0.17
H -1.70272 0.56336 -0.85286 0.32
H -1.86776 0.74381 0.97590 0.46
H 0.67468 -1.91233 1.61159 0.28
H -0.09808 -0.39181 2.33630 0.24
H 0.67244 2.56658 -1.70640 0.38
```

Values from the calculation:
**Structure (SMILES)**: N[C@@]1(I)CN=[S@](=O)(O)OC1=O
**Total charge**: 0
**E_HOMO**: -9.27 eV


Density functional theory data (ωB97M-V/def2-TZVPD) for a 2-piece molecular cluster, C4H14N2OS overall at a distorted geometry.

Structure (XYZ):
```
22
Properties=species:S:1:pos:R:3:mulliken_charge:R:1
N -1.41811 0.26140 -1.73481 -0.70
C -0.49927 0.47376 -0.62251 0.24
C 0.67005 -0.54729 -0.79167 -0.69
C 2.02837 0.06673 -0.49615 -0.71
S 2.51608 1.35429 -1.67946 -0.23
C -1.08000 0.27403 0.76927 -0.51
N -2.06832 1.35171 1.04635 -0.67
H -1.70582 -0.70245 -1.81584 0.21
H -2.20008 0.90090 -1.70311 0.27
H -0.13511 1.49892 -0.69554 0.32
H 0.62944 -0.92185 -1.81592 0.37
H 0.41045 -1.35596 -0.12033 0.23
H 2.79129 -0.70064 -0.38741 0.40
H 1.99544 0.60687 0.45157 0.30
H 2.52496 0.58222 -2.77445 0.11
H -0.23205 0.17932 1.44195 0.17
H -1.66492 -0.64243 0.91778 0.36
H -1.49788 2.17307 1.26008 0.25
H -2.53540 1.11143 1.91758 0.25
H 0.26918 -1.46125 2.78030 0.31
H 0.34428 -2.65182 1.93528 0.33
O 0.85742 -1.85092 2.11704 -0.62
```

Values from the calculation:
**Structure (SMILES)**: NC[C@H](N)CCS.O
**Total charge**: 0
**E_HOMO**: -8.80 eV


Density functional theory data (ωB97M-V/def2-TZVPD) for a 10-piece molecular cluster, C10H30N10O20 overall at a distorted geometry.

Structure (XYZ):
```
70
Properties=species:S:1:pos:R:3:mulliken_charge:R:1
C -0.46478 1.05990 7.24698 -0.69
N -1.57227 1.61876 6.45959 0.85
O -2.68999 1.41793 6.84521 -0.50
O -1.28926 2.24312 5.41330 -0.52
H 0.39235 0.87909 6.59833 0.29
H -0.70339 0.04061 7.55063 0.30
H -0.25689 1.72879 8.08211 0.27
C -0.20670 -0.82554 0.72442 -0.71
N 0.05247 -0.65738 -0.74096 0.81
O 1.22011 -0.44352 -1.00828 -0.46
O -0.87764 -0.74310 -1.53046 -0.50
H 0.27088 -1.78204 0.93683 0.29
H -1.26090 -0.91993 0.98491 0.29
H 0.14365 0.07860 1.22228 0.29
C 5.55397 2.43310 -3.31951 -0.65
N 5.70430 1.61989 -4.57844 0.85
O 6.42301 2.03186 -5.47315 -0.52
O 4.99637 0.64607 -4.60758 -0.49
H 4.75780 3.16783 -3.43950 0.26
H 6.45885 2.97425 -3.04302 0.29
H 5.40533 1.67987 -2.54579 0.26
C 2.68314 -4.24286 -6.09734 -0.71
N 2.73953 -5.72034 -6.08046 0.81
O 2.77158 -6.24782 -4.97339 -0.49
O 2.84835 -6.40746 -7.14226 -0.50
H 3.64674 -3.80357 -6.35538 0.30
H 2.55337 -3.85146 -5.08835 0.32
H 1.92831 -3.93833 -6.82232 0.27
C 6.72548 -2.19846 -0.21813 -0.81
N 7.43728 -2.83067 -1.33169 0.92
O 8.60271 -2.43752 -1.55622 -0.53
O 6.83118 -3.48835 -2.09045 -0.50
H 5.65331 -2.24164 -0.40966 0.33
H 7.08609 -1.19001 -0.01547 0.30
H 7.04246 -2.67958 0.70715 0.30
C 5.20922 3.14674 2.99836 -0.68
N 5.35960 1.87885 3.76628 0.82
O 4.41425 1.12846 3.75638 -0.49
O 6.48794 1.51529 4.09336 -0.50
H 4.75881 2.81213 2.06386 0.28
H 6.18313 3.62061 2.87566 0.30
H 4.55445 3.74140 3.63534 0.27
C -1.62304 5.83421 -1.93903 -0.71
N -1.00075 4.63990 -1.27228 0.76
O 0.09377 4.30962 -1.77408 -0.47
O -1.73048 3.94629 -0.51377 -0.47
H -2.71034 5.76531 -1.97264 0.29
H -1.21389 5.85682 -2.94907 0.30
H -1.27644 6.61197 -1.25854 0.29
C -6.67796 -3.03643 6.68437 -0.67
N -6.09376 -2.99057 5.34272 0.81
O -4.91520 -2.74313 5.25711 -0.50
O -6.81868 -3.35811 4.41153 -0.49
H -7.55845 -2.39733 6.61822 0.27
H -5.95869 -2.62940 7.39506 0.30
H -6.82368 -4.07790 6.97112 0.27
C -6.47461 2.47571 2.25353 -0.70
N -7.94990 2.64497 2.00859 0.84
O -8.53407 1.86275 1.27291 -0.50
O -8.49204 3.59062 2.58040 -0.51
H -6.16579 1.45899 2.01065 0.30
H -6.16800 2.59138 3.29310 0.29
H -5.84520 3.19700 1.73229 0.28
C -5.05058 -2.30700 -5.73229 -0.69
N -4.45634 -2.99397 -6.91685 0.82
O -5.12200 -3.00446 -7.95337 -0.50
O -3.36139 -3.51907 -6.76632 -0.49
H -6.13182 -2.44470 -5.72634 0.30
H -4.78241 -1.25073 -5.71021 0.27
H -4.73251 -2.84625 -4.84002 0.30
```

Values from the calculation:
**Structure (SMILES)**: C[N+](=O)[O-].C[N+](=O)[O-].C[N+](=O)[O-].C[N+](=O)[O-].C[N+](=O)[O-].C[N+](=O)[O-].C[N+](=O)[O-].C[N+](=O)[O-].C[N+](=O)[O-].C[N+](=O)[O-]
**Total charge**: 0
**E_HOMO**: -10.62 eV


The evaluated LUMO level for the records listed, in turn: -0.35; 0.95; 0.78; 0.30; 0.44; -0.60 eV.